(1)
ORCA calculation (the ωB97M-V functional and the def2-TZVPD basis) on 4 unconnected molecules or ions with the total composition C43H63BF5N9O11 at a distorted geometry.

The geometry in XYZ format:
```
132
Properties=species:S:1:pos:R:3:forces:R:3
C 2.69376 -2.36869 -0.30209 -0.130 0.384 -0.279
C 1.47193 -1.96811 -0.65263 0.085 -0.576 0.551
C 0.91074 -0.57387 -0.53623 1.045 0.285 -1.589
C 1.94177 0.49627 -0.95540 0.048 0.022 0.311
C 2.16257 0.20011 -2.47745 0.453 -0.034 -0.355
C 2.46686 1.27661 -3.55901 -0.380 -0.283 -0.748
N 1.57027 1.18983 -4.72459 -0.198 -0.229 0.228
N 1.53180 1.81402 -0.49730 -0.305 -0.168 1.122
C 2.45745 2.88323 -0.78750 0.527 -0.200 -0.321
C 3.40751 3.54192 0.26895 0.851 0.619 -0.198
N 2.93767 3.79679 1.59781 -0.655 -0.472 0.005
N 3.82074 4.86394 -0.29519 -0.326 -0.118 0.116
N 4.61604 2.70537 0.35559 -0.254 0.167 0.216
C 0.08416 2.03412 -0.44667 -0.069 0.405 -0.419
B -0.36485 3.51211 0.04071 -0.422 0.135 0.296
O 0.03612 4.04570 1.23670 0.809 -0.176 -0.367
O -1.28611 4.20692 -0.72741 0.623 -0.037 -0.127
C -0.45789 1.93606 -1.93804 0.039 -0.279 -0.173
O 0.04719 2.75445 -2.71376 0.167 0.178 -0.029
O -1.26505 1.01371 -2.20090 -0.276 -0.183 -0.068
C -0.68703 1.01242 0.39557 -0.686 0.261 -0.085
O -1.32654 1.50553 1.52475 0.474 0.108 0.063
C -2.74958 1.40861 1.54221 -0.721 0.085 0.138
C -3.51705 2.03475 0.35258 -0.306 -0.566 0.664
C -4.70707 1.11130 0.03834 -0.089 0.475 -0.144
C -4.03291 3.41314 0.75830 0.653 0.694 -0.291
C -4.48001 4.37486 -0.37817 -0.250 -0.030 -0.112
C -4.46964 3.80511 -1.80093 -0.135 0.438 -0.047
C -5.87261 4.94355 -0.07271 0.320 -0.160 0.257
N 0.10972 -0.30641 0.73381 -0.868 -0.321 -0.022
C -1.01895 -1.34678 0.76526 -0.355 -0.726 0.198
C -0.77231 -2.76360 1.29750 -0.386 -0.422 0.046
C -1.64680 -3.76076 0.52066 0.215 0.041 0.709
C -3.15443 -3.50336 0.64026 0.491 -0.621 -0.660
C -3.90065 -4.46280 -0.31849 0.404 0.587 0.196
C 0.76277 -0.35222 2.07787 0.526 0.348 0.092
F 1.55384 -1.42705 2.13950 0.132 -0.268 -0.186
F -0.19080 -0.51262 2.99632 -0.326 0.097 0.114
C 1.66472 0.81383 2.59298 -0.186 -0.730 0.651
F 2.75561 0.93697 1.88267 0.329 0.226 -0.479
F 1.01191 1.92094 2.77387 -0.173 0.593 -0.365
F 2.05580 0.38419 3.81149 0.081 -0.084 0.344
H 2.89101 -3.39822 -0.02861 0.134 -0.202 -0.822
H 3.53717 -1.68654 -0.28064 -0.131 0.130 0.777
H 0.78738 -2.72627 -1.02425 -0.270 -0.044 0.615
H 0.14198 -0.48476 -1.30611 -0.353 0.107 0.332
H 2.88414 0.29153 -0.44267 0.057 0.082 -0.039
H 1.32503 -0.37357 -2.88387 -0.243 0.182 0.169
H 2.99105 -0.51141 -2.53347 0.012 -0.010 0.180
H 2.41375 2.30593 -3.24316 -0.111 -0.043 0.371
H 3.46649 1.11040 -3.95959 0.118 0.025 0.249
H 1.53418 0.22586 -5.04462 0.149 0.039 -0.129
H 0.62530 1.38879 -4.39854 0.041 0.293 -0.022
H 3.20975 2.43847 -1.43487 -0.042 0.055 -0.229
H 2.02073 3.65556 -1.42602 -0.436 0.025 0.265
H 3.44554 3.31321 2.31719 0.095 0.057 0.018
H 2.79440 4.76669 1.81483 0.234 0.063 0.021
H 2.99297 5.45714 -0.32770 0.057 0.081 -0.037
H 4.07547 4.73471 -1.27032 0.048 -0.031 -0.054
H 5.14666 2.84022 -0.50150 -0.057 -0.292 -0.110
H 5.19175 3.13319 1.07536 0.095 -0.034 -0.021
H 0.18501 4.99532 1.21283 -0.434 0.055 0.201
H -0.95703 5.08308 -0.95641 -0.413 0.074 -0.027
H -1.44359 0.63825 -0.29557 0.225 -0.201 -0.167
H -3.05852 1.92504 2.45291 0.207 0.065 0.048
H -3.10122 0.38156 1.68926 0.359 -0.153 -0.157
H -2.85401 2.07499 -0.50818 -0.053 0.182 -0.120
H -4.44946 0.31773 -0.66284 0.032 -0.140 0.114
H -5.11561 0.70078 0.96531 0.039 -0.165 -0.021
H -5.51523 1.69754 -0.39766 -0.001 -0.099 -0.165
H -4.84660 3.31195 1.48296 -0.030 -0.245 0.000
H -3.22527 3.92036 1.29530 -0.008 -0.022 0.069
H -3.78911 5.21922 -0.37914 0.122 -0.070 0.007
H -3.56767 3.25349 -2.05359 -0.036 -0.152 0.032
H -4.51611 4.64881 -2.49430 0.007 -0.008 -0.030
H -5.37024 3.22149 -1.99954 0.138 -0.262 0.003
H -6.53830 4.12398 0.20798 -0.182 0.054 -0.176
H -6.28188 5.47966 -0.92784 -0.068 0.030 0.003
H -5.82664 5.62290 0.78089 -0.078 0.039 0.005
H -1.40904 -1.41880 -0.24890 0.385 0.252 -0.183
H -1.82529 -0.92969 1.35368 0.185 0.230 0.019
H 0.25030 -3.11863 1.26639 0.115 0.243 -0.115
H -1.09396 -2.82498 2.33932 0.182 0.173 0.088
H -1.44764 -4.74012 0.96606 0.009 -0.103 -0.187
H -1.31676 -3.81920 -0.51924 -0.137 0.137 -0.094
H -3.37512 -2.47550 0.34838 -0.134 0.063 0.202
H -3.42054 -3.67694 1.68416 -0.263 0.262 0.007
H -3.18618 -4.73459 -1.09509 -0.226 -0.135 -0.216
H -4.23763 -5.38133 0.15570 -0.145 0.049 0.059
H -4.72276 -3.93188 -0.79287 -0.237 -0.301 0.010
O 6.68024 3.96410 -2.95918 0.005 0.008 0.007
N 5.59071 3.81193 -3.46999 -0.049 0.034 -0.073
O 4.76537 2.99137 -3.10864 0.295 0.117 0.213
C 5.21505 4.67208 -4.59988 -0.035 0.050 -0.132
C 6.12352 5.60748 -5.06097 0.132 0.088 -0.012
C 5.76559 6.40074 -6.13766 -0.089 -0.012 -0.035
C 4.51724 6.24999 -6.72954 0.010 -0.018 0.026
C 3.61891 5.30826 -6.24538 0.072 0.082 -0.037
C 3.96426 4.50649 -5.16996 -0.141 -0.081 0.011
H 7.08988 5.71426 -4.59149 -0.013 -0.077 0.059
H 6.46210 7.13543 -6.51701 0.012 0.006 0.005
H 4.24454 6.86897 -7.57400 -0.003 0.010 -0.002
H 2.64801 5.19203 -6.70592 -0.014 -0.024 0.011
H 3.27050 3.76717 -4.79331 0.057 -0.040 0.008
O -6.90147 -6.61197 1.28589 0.003 0.011 -0.046
N -6.80363 -6.98352 2.43718 0.046 -0.004 -0.008
O -6.93234 -8.13063 2.80973 -0.008 -0.045 0.014
C -6.50193 -5.96410 3.45824 -0.002 0.056 0.049
C -6.38285 -4.64430 3.06877 0.033 0.283 -0.123
C -6.11686 -3.68471 4.03260 0.024 -0.075 0.121
C -5.97212 -4.05670 5.36285 0.004 -0.015 -0.017
C -6.08780 -5.39074 5.73165 0.007 0.079 -0.046
C -6.35543 -6.35703 4.77495 0.007 -0.076 0.159
H -6.49507 -4.35400 2.03462 -0.040 -0.162 -0.047
H -6.02556 -2.64637 3.74468 -0.006 0.006 -0.015
H -5.76976 -3.30516 6.11434 0.006 0.003 0.005
H -5.97259 -5.67970 6.76703 -0.001 -0.014 0.007
H -6.45021 -7.39651 5.05023 -0.027 -0.027 -0.089
O 6.60080 -7.70745 0.15697 0.020 -0.043 -0.007
N 6.21592 -6.59644 0.45487 -0.022 0.000 -0.021
O 6.51770 -5.57655 -0.12913 0.004 0.036 -0.028
C 5.31256 -6.47549 1.61364 -0.040 0.005 0.077
C 4.97253 -7.61322 2.31996 -0.025 -0.157 0.072
C 4.13687 -7.48897 3.41869 -0.022 0.088 0.006
C 3.65438 -6.24116 3.79112 0.005 -0.003 -0.023
C 4.00266 -5.11115 3.06237 -0.027 -0.105 0.030
C 4.83979 -5.22567 1.96395 -0.073 0.253 0.029
H 5.35336 -8.57798 2.02091 0.057 0.037 -0.069
H 3.86446 -8.36796 3.98610 0.002 -0.014 -0.003
H 3.00653 -6.14864 4.65267 -0.007 -0.002 0.003
H 3.62578 -4.13916 3.35113 0.011 0.014 -0.004
H 5.11910 -4.35045 1.39629 0.094 -0.070 -0.070
```
Forces are in eV/Å.

Its gap between HOMO and LUMO is 6.8 eV. The calculation puts the LUMO energy at -0.66 eV.

Atom charges from the Mulliken analysis, given in e for atoms 1 to 2:
1 C -1.7261
2 C 0.0726

---

(2)
ORCA calculation (the ωB97M-V functional and the def2-TZVPD basis) on a molecular structure, C43H63BN5NaO2P2S2 at a distorted geometry.

The geometry in XYZ format:
```
119
Properties=species:S:1:pos:R:3:forces:R:3
Na -1.05366 -0.18454 -0.80222 -0.469 0.326 0.709
O -0.95271 -0.76140 1.54971 -0.020 -0.440 -0.056
C -1.93060 -0.83806 2.55533 -0.095 0.002 0.348
C -1.55383 -1.04364 3.86569 0.109 0.054 -0.055
C -2.47178 -1.04771 4.92867 0.041 -0.044 0.105
C -3.82302 -0.82729 4.63377 0.020 0.007 -0.044
C -4.21750 -0.64170 3.33487 -0.001 0.025 0.123
C -3.31562 -0.65808 2.21890 -0.048 0.087 -0.182
C -3.87847 -0.53511 0.93079 -0.107 -0.199 -0.042
N -3.28907 -0.64182 -0.23757 -0.034 0.192 0.084
C -4.16153 -0.61745 -1.38282 -0.031 -0.047 -0.107
C -3.65722 0.34907 -2.44753 -0.266 0.108 0.067
N -2.29040 0.04300 -2.78458 0.077 0.092 -0.147
C -1.83842 0.39269 -3.91786 -0.317 -0.052 0.074
C -0.45451 0.28546 -4.33400 0.266 -0.005 -0.082
C -0.14608 0.66109 -5.64480 -0.013 -0.095 0.098
C 1.14803 0.69789 -6.12369 0.029 0.007 -0.163
C 2.18638 0.37826 -5.24397 -0.082 -0.003 -0.041
C 1.92044 0.00392 -3.94881 0.079 -0.028 0.057
C 0.59312 -0.09445 -3.42355 0.003 -0.011 -0.009
O 0.38751 -0.48950 -2.22472 0.899 0.135 -0.934
H -0.50645 -1.19490 4.10502 -0.022 0.020 0.009
H -2.12897 -1.20847 5.94267 0.009 0.000 -0.016
H -4.55691 -0.81007 5.43329 -0.029 0.008 -0.034
H -5.26962 -0.48987 3.11612 0.005 0.016 -0.029
H -4.97068 -0.38916 0.94839 0.025 -0.002 0.010
H -5.19523 -0.33416 -1.11751 0.022 -0.045 0.010
H -4.20464 -1.62515 -1.83021 -0.074 0.011 0.000
H -3.67422 1.36008 -2.02513 -0.004 0.017 -0.057
H -4.32490 0.34319 -3.32681 0.061 -0.015 0.010
H -2.51317 0.84741 -4.66232 0.015 -0.010 0.015
H -0.96759 0.93473 -6.30120 -0.012 0.053 0.029
H 1.35343 0.98731 -7.14756 0.002 0.022 0.024
H 3.21471 0.43613 -5.58872 0.012 -0.016 0.038
H 2.73413 -0.22156 -3.26915 -0.003 0.025 0.025
C -1.32566 2.79353 3.00594 0.026 -0.108 -0.098
C -0.09452 3.36979 2.28110 -0.183 -0.090 -0.115
C -0.60492 4.39883 1.26700 -0.019 -0.164 -0.041
C 0.82632 4.05842 3.29719 0.023 -0.082 -0.064
P 0.57687 1.86988 1.33416 0.533 0.473 0.115
C 1.40793 0.99079 2.77611 -0.255 0.023 -0.062
N 1.32106 -0.44616 2.60738 0.107 0.080 -0.202
B 0.29876 -1.20980 1.94498 -0.181 -0.068 0.274
N 0.70281 -2.59498 2.03248 0.157 -0.035 -0.023
C 0.26698 -3.65193 1.13123 -0.005 0.184 -0.236
P 0.59704 -3.04714 -0.63907 0.102 -0.795 0.496
C -0.68741 -4.05482 -1.59525 -0.023 0.103 -0.043
C -0.36431 -3.99506 -3.09181 0.058 0.024 0.060
C -1.97325 -3.24688 -1.38263 0.162 0.057 0.063
C -0.92007 -5.50292 -1.15840 0.062 0.071 -0.007
C 2.30588 -3.81577 -0.99872 -0.103 0.202 -0.134
C 2.78831 -3.16061 -2.29771 -0.067 0.024 -0.012
C 2.39585 -5.33579 -1.10822 -0.022 0.091 -0.001
C 3.24778 -3.35320 0.11427 -0.110 0.091 0.007
C 1.79056 -2.65641 2.88505 -0.062 -0.214 0.055
C 2.43154 -3.74699 3.45143 -0.013 0.144 0.044
C 3.47087 -3.51485 4.35254 -0.013 -0.070 -0.033
C 3.85535 -2.22390 4.67969 0.106 0.041 0.027
C 3.20872 -1.11854 4.12598 -0.068 -0.037 -0.052
C 2.17404 -1.33981 3.23150 0.085 0.042 0.109
C 2.09283 2.38269 0.32095 -0.124 0.020 0.027
C 2.92906 1.11232 0.11747 -0.096 -0.050 0.027
C 2.95008 3.50397 0.90074 -0.011 -0.105 0.005
C 1.55478 2.80965 -1.04899 -0.023 0.058 0.022
H -1.92759 3.60757 3.42140 0.058 0.038 0.024
H -1.06222 2.11661 3.82223 -0.022 -0.021 -0.007
H -1.95098 2.23655 2.30390 -0.066 0.000 0.070
H -1.22806 5.14227 1.77624 0.018 0.010 0.022
H -1.21045 3.91638 0.49342 -0.020 0.092 -0.042
H 0.20173 4.93410 0.76784 0.032 0.014 -0.033
H 0.21558 4.57889 4.04216 -0.011 0.018 -0.011
H 1.45585 4.80190 2.81149 0.057 -0.005 0.029
H 1.47572 3.36197 3.83227 -0.039 0.027 0.048
H 0.91532 1.28530 3.70835 0.049 0.017 -0.009
H 2.45918 1.28503 2.83784 -0.023 0.013 0.066
H -0.81097 -3.79096 1.24175 0.028 -0.084 0.009
H 0.76882 -4.59030 1.37219 -0.036 -0.019 0.058
H -0.11108 -2.97108 -3.37884 -0.011 -0.016 -0.075
H -1.24092 -4.30231 -3.67148 -0.026 -0.008 0.030
H 0.46148 -4.65699 -3.36125 -0.012 0.014 -0.017
H -1.85566 -2.24437 -1.80402 -0.140 -0.161 -0.021
H -2.22770 -3.12880 -0.32749 -0.059 0.023 -0.018
H -2.81609 -3.73595 -1.88201 0.019 -0.019 -0.032
H -0.07637 -6.14973 -1.39415 -0.009 -0.013 0.036
H -1.79473 -5.89422 -1.68960 -0.015 -0.006 0.010
H -1.12514 -5.57540 -0.08860 -0.024 -0.035 -0.009
H 2.20888 -3.47843 -3.16374 0.044 0.043 -0.007
H 3.84051 -3.40681 -2.48065 0.001 -0.034 0.029
H 2.68679 -2.07845 -2.21951 0.025 0.015 -0.060
H 1.90831 -5.70204 -2.01205 -0.020 -0.035 0.037
H 1.95461 -5.83139 -0.24020 0.005 -0.043 -0.015
H 3.45064 -5.63016 -1.16012 0.008 -0.007 0.000
H 3.10678 -2.29174 0.33808 0.060 0.006 0.026
H 4.28791 -3.50048 -0.19483 -0.012 -0.009 -0.043
H 3.09558 -3.91667 1.03040 0.010 -0.004 0.070
H 2.11132 -4.75873 3.23601 0.002 0.006 -0.073
H 3.96800 -4.35917 4.81501 0.017 0.012 -0.006
H 4.65990 -2.06529 5.38783 -0.008 -0.010 0.000
H 3.49553 -0.11624 4.41747 -0.035 0.025 -0.048
H 3.49467 0.82721 1.00936 -0.020 -0.019 -0.004
H 3.64016 1.27203 -0.69885 0.014 0.042 0.008
H 2.28211 0.27827 -0.17494 0.072 -0.037 -0.053
H 3.28181 3.29231 1.92118 0.007 0.026 0.011
H 2.40090 4.44464 0.89338 0.027 0.041 0.050
H 3.84076 3.64299 0.27800 0.013 -0.036 -0.005
H 1.08987 1.96649 -1.56087 -0.024 0.024 -0.046
H 2.36928 3.18888 -1.67592 0.053 -0.076 0.012
H 0.80405 3.59498 -0.97735 -0.052 0.005 -0.035
S -1.89709 3.44439 -2.20504 0.062 -0.298 -0.081
C -2.00177 5.12173 -2.14887 0.249 0.281 0.161
N -3.11988 5.76349 -1.57651 -0.317 0.274 -0.091
C -2.97232 7.20178 -1.43254 -0.085 0.008 0.065
C -1.76988 7.60285 -2.27955 0.345 -0.177 0.062
S -0.57420 6.25287 -2.00947 -0.388 -0.032 -0.124
H -3.53256 5.28784 -0.78072 0.143 -0.074 0.030
H -2.79495 7.49128 -0.38855 0.028 -0.038 -0.015
H -3.87808 7.72271 -1.77351 0.052 0.029 -0.008
H -1.33370 8.55772 -1.98365 -0.106 0.039 -0.003
H -2.03390 7.61423 -3.33782 -0.007 0.078 -0.011
```
Forces are in eV/Å.

Its gap between HOMO and LUMO (alpha / beta) is 3.1 / 3.1 eV. As for the total charge: -2. The calculation puts the LUMO energy (alpha / beta) at 3.58 / 3.61 eV.

Atom charges from the Mulliken analysis, given in e for atoms 1 to 2:
1 Na 0.6296
2 O 1.1945